Computed, not measured: 13 unconnected molecules or ions with the total composition C62H108N8O28, with ωB97M-V/def2-TZVPD.

Summary:
E_HOMO: -9.02 eV
frontier orbital gap: 6.7 eV
2S+1: 1
LUMO energy: -2.35 eV

Cartesian coordinates (Å):
1 C 14.13813 -21.74188 28.12954
2 C 12.92567 -21.93563 29.08353
3 C 12.61039 -20.68707 29.85868
4 O 11.55396 -20.85761 30.75413
5 C 11.21689 -19.70408 31.49673
6 N 11.79560 -22.21135 28.17580
7 H 15.11157 -21.57056 28.58905
8 H 14.04449 -21.07719 27.27075
9 H 14.24630 -22.63344 27.51186
10 H 12.97498 -22.90661 29.57634
11 H 12.31035 -19.95387 29.11002
12 H 13.54474 -20.31897 30.28248
13 H 12.06581 -19.44267 32.12847
14 H 10.34975 -19.77755 32.15305
15 H 10.96517 -18.90766 30.79641
16 H 10.94412 -22.33233 28.70536
17 H 11.58203 -21.48725 27.50485
18 C 16.91132 -17.32648 25.13596
19 C 18.34742 -17.89065 25.01406
20 C 18.87697 -17.98357 23.48746
21 O 18.71264 -16.72161 22.75541
22 C 19.29557 -16.63537 21.46229
23 N 19.28848 -17.20736 25.89193
24 H 16.15642 -18.00869 24.74505
25 H 16.76484 -16.42441 24.54190
26 H 16.60079 -16.90463 26.09185
27 H 18.47347 -18.88085 25.45192
28 H 18.36925 -18.76853 22.92696
29 H 19.92395 -18.28344 23.44262
30 H 20.37656 -16.75740 21.53062
31 H 19.08850 -15.75092 20.85982
32 H 19.01014 -17.44533 20.79103
33 H 20.24678 -17.34624 25.60476
34 H 19.15483 -16.22928 25.67837
35 C 10.60905 -18.93100 21.61050
36 C 9.24164 -19.22352 21.08548
37 C 9.13794 -19.03861 19.55062
38 O 7.82051 -19.30022 19.11407
39 C 7.76565 -18.83375 17.74471
40 N 8.98991 -20.55452 21.43141
41 H 10.71677 -19.28186 22.63685
42 H 10.76561 -17.85233 21.61802
43 H 11.40948 -19.31141 20.97592
44 H 8.52619 -18.63364 21.65844
45 H 9.76250 -19.72947 18.98427
46 H 9.48255 -18.06600 19.19936
47 H 8.12739 -17.81102 17.63852
48 H 6.78235 -19.08520 17.34721
49 H 8.42246 -19.44484 17.12562
50 H 8.26088 -20.96103 20.86275
51 H 9.72363 -21.11801 21.02615
52 C 23.33226 -28.03366 28.71540
53 C 22.08098 -27.14737 28.60880
54 C 22.34807 -25.65189 28.36362
55 O 21.21159 -25.04963 27.74479
56 C 21.47489 -23.66952 27.21393
57 N 21.34976 -27.62050 27.45189
58 H 22.94044 -28.98983 29.06229
59 H 24.11252 -27.64090 29.36735
60 H 23.86270 -28.09915 27.76543
61 H 21.41908 -27.11278 29.47412
62 H 23.28294 -25.40450 27.86071
63 H 22.41871 -25.19576 29.35107
64 H 22.10867 -23.71088 26.32809
65 H 21.99475 -22.97243 27.87113
66 H 20.51310 -23.27686 26.88398
67 H 21.65056 -27.07794 26.65486
68 H 20.40834 -27.26013 27.51493
69 C 21.89738 -23.83473 15.04410
70 C 20.73104 -22.87722 15.10514
71 C 20.43534 -22.04211 16.36848
72 O 20.69574 -22.90474 17.49968
73 C 20.20025 -22.40202 18.77730
74 N 20.58013 -22.13919 13.84261
75 H 22.32447 -23.87829 14.04220
76 H 21.52389 -24.85231 15.15877
77 H 22.82236 -23.54859 15.54472
78 H 19.89146 -23.57175 15.13426
79 H 19.46487 -21.54584 16.37217
80 H 21.16858 -21.23654 16.40737
81 H 19.12317 -22.36531 18.61407
82 H 20.54658 -21.40196 19.03814
83 H 20.21714 -22.95080 19.71892
84 H 19.99226 -21.32000 13.90125
85 H 21.48853 -21.72941 13.67832
86 C 17.58776 -12.69111 30.34319
87 C 16.83541 -12.10881 31.52036
88 C 16.49260 -13.22677 32.55298
89 O 15.65945 -12.78766 33.62212
90 C 15.48381 -13.65265 34.72501
91 N 17.72480 -11.15678 32.05420
92 H 17.69051 -12.04141 29.47403
93 H 16.98195 -13.48519 29.90668
94 H 18.43775 -13.30377 30.64364
95 H 15.89357 -11.65094 31.21806
96 H 17.37922 -13.51766 33.11634
97 H 15.97438 -14.05515 32.06994
98 H 15.15002 -14.60615 34.31572
99 H 14.83214 -13.27889 35.51478
100 H 16.39261 -13.71933 35.32313
101 H 17.98084 -10.46385 31.36544
102 H 17.10457 -10.63818 32.65956
103 C 14.21848 -19.85259 13.25210
104 C 14.59109 -20.54375 14.56560
105 C 14.16829 -19.88089 15.88115
106 O 14.71675 -18.61587 16.11415
107 C 14.67248 -18.12563 17.45191
108 N 13.77241 -21.71784 14.51126
109 H 13.18069 -19.52136 13.21494
110 H 14.38131 -20.56923 12.44711
111 H 14.81445 -18.96237 13.05103
112 H 15.66342 -20.71970 14.48046
113 H 14.42677 -20.51180 16.73159
114 H 13.09964 -19.66664 15.89427
115 H 13.66233 -18.09048 17.85989
116 H 15.10918 -17.12716 17.47293
117 H 15.35542 -18.72828 18.05066
118 H 14.01610 -22.23104 13.67620
119 H 14.22817 -22.32046 15.18151
120 C 9.16382 -14.34099 26.47334
121 C 10.42521 -14.32770 27.26606
122 C 11.74496 -14.07931 26.52443
123 O 11.66938 -12.97586 25.70146
124 C 12.84928 -12.76913 24.84942
125 N 10.09380 -13.54439 28.44478
126 H 8.27536 -14.69720 26.99472
127 H 9.25885 -14.91964 25.55451
128 H 9.02180 -13.29532 26.20041
129 H 10.53261 -15.35654 27.60965
130 H 12.14323 -14.92947 25.97062
131 H 12.50224 -13.90600 27.28902
132 H 12.79178 -11.85836 24.25336
133 H 13.03708 -13.57713 24.14235
134 H 13.71275 -12.73001 25.51349
135 H 10.20260 -12.57556 28.18089
136 H 9.10822 -13.50348 28.66171
137 C 17.86091 -9.05152 18.04828
138 C 17.59533 -7.72562 18.19400
139 C 16.34244 -7.23557 18.63515
140 O 16.04389 -6.03252 18.77670
141 C 15.42313 -8.29466 19.02811
142 C 15.66503 -9.60311 18.81786
143 C 16.97962 -10.14953 18.40540
144 O 17.26185 -11.36587 18.29709
145 O 14.72815 -10.54918 19.04968
146 O 18.57429 -6.78347 17.97538
147 H 18.87087 -9.20841 17.69933
148 H 14.48097 -8.01476 19.47576
149 H 14.98122 -11.37607 18.63277
150 H 18.22879 -5.91134 18.17939
151 C 22.88067 -12.94100 28.12070
152 C 22.80831 -11.67983 28.62161
153 C 23.26304 -11.38485 30.05000
154 O 23.31877 -10.32368 30.70122
155 C 23.75905 -12.61993 30.69684
156 C 23.69690 -13.87954 30.17144
157 C 23.41115 -14.12125 28.74454
158 O 23.55950 -15.11147 28.04701
159 O 24.29047 -14.94329 30.76347
160 O 22.35948 -10.65107 27.84527
161 H 22.57791 -13.02515 27.08742
162 H 24.20588 -12.50826 31.67372
163 H 24.24836 -15.74760 30.24106
164 H 22.54468 -9.79356 28.23511
165 C 20.86845 -18.20353 34.35000
166 C 20.01388 -18.02829 35.37482
167 C 18.56264 -17.94372 35.16537
168 O 17.73569 -17.79705 36.01261
169 C 18.18289 -17.93030 33.79632
170 C 19.06335 -18.13948 32.76863
171 C 20.49243 -18.41623 32.94901
172 O 21.25318 -18.65008 32.08145
173 O 18.57971 -18.07631 31.51172
174 O 20.49054 -17.86986 36.67167
175 H 21.90350 -18.21830 34.65793
176 H 17.19890 -17.64352 33.45586
177 H 19.26575 -18.08128 30.84023
178 H 19.81894 -17.38682 37.15875
179 C 27.57430 -14.05549 18.89683
180 C 28.80090 -13.39552 18.97921
181 C 29.45054 -12.85171 20.31573
182 O 30.48936 -12.24288 20.45014
183 C 28.55637 -13.25395 21.41928
184 C 27.28254 -13.82979 21.40644
185 C 26.69429 -14.25981 20.03623
186 O 25.51593 -14.58412 19.86779
187 O 26.53184 -14.06215 22.47932
188 O 29.57819 -13.17853 17.84832
189 H 27.31683 -14.41870 17.91287
190 H 28.89592 -12.99252 22.41062
191 H 25.60845 -14.18134 22.24532
192 H 30.39682 -12.73673 18.08550
193 C 19.09707 -9.38512 22.88794
194 C 19.69320 -10.58221 22.80324
195 C 21.21188 -10.63929 22.68499
196 O 21.92246 -11.65317 22.70530
197 C 21.81809 -9.29773 22.51142
198 C 21.16966 -8.08862 22.55996
199 C 19.73935 -8.09223 22.91784
200 O 19.22974 -7.07266 23.33388
201 O 21.89389 -6.96466 22.48495
202 O 18.98442 -11.71263 22.96627
203 H 18.02681 -9.26968 22.97522
204 H 22.89166 -9.38362 22.43096
205 H 21.38069 -6.18450 22.70761
206 H 19.51915 -12.50988 22.97325